57
Properties=species:S:1:pos:R:3 method="wB97M-V/def2-TZVPD" e_above_lowest_ev=22.4372 orbital_gap_ha=0.3025
C 3.263 1.740 3.305
C 2.831 1.420 4.578
C 3.090 2.216 5.597
C 2.770 2.075 6.989
C 2.236 0.971 7.276
C 1.733 0.122 6.396
C 2.078 0.452 5.143
C 1.849 -0.843 3.953
N 0.643 -1.587 4.342
C 0.480 -2.764 3.631
C -0.079 -2.876 2.268
H -0.027 -3.878 1.877
H 1.024 -2.143 1.572
C -1.368 -2.007 2.078
C -1.677 -1.936 0.630
O -2.912 -2.249 0.407
N -0.885 -1.052 -0.222
C -1.090 -0.868 -1.505
C -2.214 -1.467 -2.409
C -2.358 -1.026 -3.589
C -1.133 -0.420 -4.249
C -0.250 0.024 -3.385
C -0.143 -0.332 -2.168
H 0.690 0.087 -1.526
H 0.803 0.251 -4.064
O -1.339 -0.188 -5.714
C -0.758 1.130 -6.222
C -0.598 0.800 -7.583
C -0.158 2.202 -8.064
C -0.111 3.356 -7.432
N -0.450 3.207 -6.153
C -0.691 2.155 -5.544
H -1.147 2.291 -4.530
H 0.341 4.305 -7.836
H 0.214 2.170 -9.177
H -0.733 -0.127 -8.103
H -2.977 -1.467 -4.294
H -3.193 -1.742 -1.756
H -0.112 -0.896 0.238
C -1.264 -0.636 2.877
C -0.748 -0.581 4.138
H -1.623 -1.199 4.950
H -0.477 0.277 4.742
H -0.350 0.159 2.228
H -2.057 -0.163 2.820
H -2.031 -2.464 2.476
H -0.294 -3.240 4.146
H 1.433 -3.178 3.647
H 1.686 -0.372 2.944
H 2.545 -1.491 4.013
H 1.147 -0.933 6.515
H 1.702 0.661 8.324
H 2.987 2.676 7.629
H 3.692 3.310 5.478
H 2.427 1.998 2.571
H 3.744 2.621 3.337
H 4.009 0.850 2.951

***

18
Properties=species:S:1:pos:R:3 method="wB97M-V/def2-TZVPD" e_above_lowest_ev=7.1719 orbital_gap_ha="0.2423 / 0.2770"
C -0.385 -0.389 -1.173
C 1.184 1.030 1.113
C -1.089 0.893 -1.450
N 1.168 -0.119 0.240
C -0.343 -1.084 0.102
C -1.442 -0.951 0.941
O 2.446 -0.753 0.345
H 2.361 -1.572 -0.164
H -0.029 -0.935 -2.042
H 0.112 -2.073 0.063
H 0.198 1.492 1.090
H 1.932 1.757 0.783
H 1.403 0.739 2.148
H -0.399 1.600 -1.924
H -1.482 1.372 -0.555
H -1.918 0.743 -2.149
H -2.078 -0.080 0.909
H -1.640 -1.671 1.723

***

81
Properties=species:S:1:pos:R:3 method="wB97M-V/def2-TZVPD" e_above_lowest_ev=1.9039 total_charge=-2 orbital_gap_ha=0.1882
K -0.842 -0.253 0.202
C -2.446 0.387 4.203
C -1.957 1.207 3.047
N -0.739 1.322 2.675
N 0.146 0.514 3.371
C 1.447 0.869 3.491
N 2.240 -0.185 3.819
S 2.036 2.423 3.319
C -2.956 1.891 2.169
C -4.107 2.481 2.679
C -4.979 3.101 1.799
C -4.678 3.113 0.449
C -3.506 2.496 0.027
N -2.674 1.892 0.866
H -1.639 0.194 4.905
H -2.812 -0.575 3.830
H -3.268 0.888 4.715
H -0.048 -0.503 3.285
H 1.909 -1.104 3.527
H 3.221 0.005 3.707
H -4.311 2.469 3.742
H -5.880 3.575 2.169
H -5.326 3.592 -0.272
H -3.204 2.509 -1.013
N 2.990 -1.813 -0.633
P 2.188 -2.127 0.905
C 3.145 -3.658 1.307
C 3.096 -4.800 0.510
C 3.847 -5.923 0.831
C 4.651 -5.920 1.963
C 4.699 -4.792 2.770
C 3.950 -3.672 2.442
C 0.658 -2.945 0.332
C -0.145 -3.610 1.430
C -1.604 -3.895 1.045
C -1.778 -4.162 -0.409
C -0.950 -3.681 -1.336
C 0.264 -2.966 -0.946
C 2.920 -0.552 -1.167
C 3.817 -0.097 -2.145
C 3.662 1.184 -2.629
C 2.647 1.995 -2.132
C 1.816 1.460 -1.164
N 1.931 0.215 -0.702
H 3.678 -2.441 -1.015
H 2.439 -4.811 -0.353
H 3.790 -6.808 0.207
H 5.228 -6.800 2.222
H 5.311 -4.790 3.665
H 3.971 -2.797 3.082
H 0.298 -4.606 1.577
H -3.027 -4.772 1.940
H -2.698 -4.663 -0.687
H -1.169 -3.795 -2.391
H 0.859 -2.482 -1.713
H 4.609 -0.745 -2.502
H 4.337 1.554 -3.392
H 2.481 2.999 -2.494
H 1.003 2.054 -0.758
O -1.017 0.277 -2.584
C -1.155 1.475 -2.572
C 0.455 4.915 -3.939
C -1.075 4.842 -3.853
C -1.621 4.182 -5.123
C -1.635 6.262 -3.742
C -1.396 4.063 -2.571
C -1.283 2.733 -2.672
H 0.765 5.551 -4.776
H 0.871 3.916 -4.079
H 0.868 5.330 -3.016
H -1.362 4.764 -6.016
H -2.710 4.102 -5.072
H -1.220 3.173 -5.227
H -1.372 6.868 -4.618
H -1.247 6.743 -2.842
H -2.724 6.233 -3.654
O -2.802 -1.643 0.162
S -2.838 -2.444 1.432
O -2.076 -4.976 1.820
O -4.083 -3.286 1.551
S 0.122 -2.727 3.022

***

Number 1: largest force on an atom 17.6 eV/Å. Number 2: largest force on an atom 0.9 eV/Å. Number 3: largest force on an atom 1.0 eV/Å.